Here is a molecular structure, C57H40BBrCl2F4N5O5PSSeY at a distorted geometry from OMol25. Energies are from ωB97M-V/def2-TZVPD.

The geometry in XYZ format:
```
119
Properties=species:S:1:pos:R:3:forces:R:3:lowdin_charge:R:1
Y 0.073 0.376 0.396 0.4 -0.9 -1.1 0.9191
F -7.733 2.391 -1.265 -0.1 0.1 0.0 0.1272
C -6.719 1.598 -0.933 0.3 -0.1 0.1 -0.1417
C -6.942 0.273 -0.632 0.4 0.0 0.0 -0.1433
F -8.172 -0.236 -0.681 -0.1 -0.1 0.0 0.1198
C -5.855 -0.523 -0.293 -0.2 0.2 -0.1 -0.2238
F -6.147 -1.808 -0.076 0.0 -0.2 0.1 0.0955
C -4.546 -0.056 -0.214 -0.2 -0.2 0.0 -0.2665
P -3.208 -1.211 0.343 0.3 0.6 0.0 1.1502
C -3.987 -2.145 1.721 -0.1 -0.2 -0.1 -0.3485
C -4.531 -3.421 1.577 0.0 0.0 -0.1 -0.0939
C -4.974 -4.131 2.679 0.0 0.0 0.1 -0.0838
C -4.889 -3.573 3.949 0.0 -0.1 0.0 -0.0974
C -4.348 -2.308 4.106 0.0 0.0 0.1 -0.0765
C -3.887 -1.607 3.001 -0.1 0.0 0.0 -0.0866
C -3.150 -2.461 -0.971 0.0 -0.1 0.0 -0.3772
C -2.237 -3.499 -0.774 0.0 0.0 0.0 -0.1121
C -2.023 -4.450 -1.754 0.0 0.0 0.0 -0.0792
C -2.710 -4.369 -2.959 0.0 -0.1 0.0 -0.0843
C -3.609 -3.338 -3.166 0.0 0.0 0.0 -0.0778
C -3.828 -2.388 -2.179 -0.1 0.0 0.0 -0.0905
C -4.340 1.291 -0.561 0.0 0.3 -0.1 -0.5290
Br -2.678 2.185 -0.660 0.0 -0.2 0.3 0.9068
C -5.422 2.091 -0.906 -0.3 -0.2 0.0 -0.2718
F -5.268 3.373 -1.237 0.1 0.1 0.0 0.0680
H -4.610 -3.860 0.592 0.0 0.0 0.0 0.1025
H -5.394 -5.119 2.545 0.0 0.0 0.0 0.0992
H -5.244 -4.126 4.808 0.0 0.0 0.0 0.0959
H -4.273 -1.855 5.086 0.0 0.0 0.0 0.1059
H -3.446 -0.634 3.135 0.0 0.1 0.0 0.0832
H -1.669 -3.551 0.150 0.0 0.0 0.0 0.1038
H -1.299 -5.238 -1.589 0.0 0.0 0.0 0.1056
H -2.525 -5.094 -3.740 0.0 0.0 0.0 0.1035
H -4.130 -3.251 -4.111 0.0 0.0 0.0 0.1081
H -4.509 -1.571 -2.374 0.0 0.0 0.0 0.0982
Cl -2.529 0.253 -4.131 0.0 0.0 0.1 0.7032
C -1.301 -0.934 -3.795 -0.2 0.0 -0.1 -0.6165
C -0.922 -1.798 -4.830 0.0 0.0 0.0 -0.1486
C 0.018 -2.762 -4.625 0.0 0.0 0.0 -0.6193
Cl 0.437 -3.854 -5.923 0.0 0.0 0.0 0.6480
C 0.644 -2.904 -3.361 0.0 0.0 -0.2 -0.1905
C 1.607 -3.881 -3.047 0.0 0.0 0.0 -0.0306
C 2.140 -3.912 -1.789 0.0 0.0 0.0 -0.0468
C 1.728 -2.946 -0.854 0.1 -0.1 0.0 -0.1242
N 0.831 -2.025 -1.111 0.1 -0.1 0.1 0.1205
C 0.267 -2.011 -2.341 0.0 0.2 0.1 -0.1751
C -0.754 -0.997 -2.522 0.3 -0.3 0.0 -0.4760
O -1.080 -0.266 -1.528 0.0 0.5 0.1 -0.3153
H -1.394 -1.692 -5.797 0.0 0.0 0.0 0.1052
H 1.911 -4.594 -3.802 0.0 0.0 0.0 0.0865
H 2.882 -4.647 -1.507 0.0 0.0 0.0 0.0999
H 2.173 -2.941 0.134 0.0 0.0 0.0 0.0934
C 10.689 -6.350 7.144 0.1 0.0 0.0 -0.0904
O 9.317 -6.475 7.452 -0.1 0.0 0.0 -0.0841
C 8.439 -5.772 6.687 0.0 -0.1 0.1 -0.2821
C 7.097 -5.881 7.051 0.1 0.0 -0.1 -0.0016
C 6.134 -5.206 6.331 0.0 0.0 0.0 -0.0274
C 6.480 -4.413 5.237 0.0 0.0 -0.1 -0.1547
C 7.821 -4.311 4.888 0.0 0.0 0.1 -0.0131
C 8.801 -4.982 5.602 0.0 0.0 0.0 -0.0124
C 5.485 -3.683 4.446 0.1 -0.1 0.1 -0.2765
N 5.773 -2.835 3.488 -0.2 0.0 0.0 0.1884
C 4.555 -2.390 3.024 0.0 -0.1 0.1 -0.1661
C 3.527 -2.988 3.718 0.0 0.1 -0.1 -0.1332
N 4.136 -3.821 4.633 0.1 0.2 -0.2 0.1762
C 2.155 -2.739 3.429 0.1 0.0 0.0 -0.0741
C 1.065 -3.378 4.034 -0.1 0.0 0.0 0.0014
C -0.209 -3.076 3.614 0.1 0.1 -0.1 -0.0209
C -0.367 -2.129 2.599 0.0 -0.1 0.1 -0.1231
N 0.645 -1.511 2.022 -0.2 0.0 0.2 0.0517
C 1.896 -1.792 2.416 0.2 0.0 -0.1 -0.1441
C 2.976 -1.115 1.702 -0.2 -0.1 0.1 -0.1633
N 2.605 -0.220 0.751 0.0 0.2 0.0 0.1088
C 3.569 0.395 0.067 0.2 0.1 0.1 -0.4142
C 4.951 0.062 0.253 -0.1 0.0 0.0 0.0311
C 5.310 -0.838 1.200 -0.1 0.1 0.0 0.0036
C 4.299 -1.445 1.983 0.0 0.0 -0.1 -0.0920
H 11.219 -6.952 7.879 0.0 0.0 0.0 0.0910
H 11.018 -5.310 7.219 0.0 0.0 0.0 0.0954
H 10.908 -6.731 6.142 0.0 0.0 0.0 0.0948
H 6.836 -6.494 7.902 0.0 0.0 0.0 0.1186
H 5.103 -5.299 6.648 0.0 0.0 0.0 0.1040
H 8.094 -3.695 4.045 0.0 0.0 -0.1 0.1130
H 9.834 -4.881 5.302 0.0 0.0 0.0 0.1023
H 3.687 -4.420 5.299 0.0 0.0 0.0 0.1410
H 1.222 -4.107 4.820 0.0 0.0 0.0 0.1099
H -1.083 -3.540 4.047 0.0 0.0 0.0 0.1076
H -1.356 -1.857 2.253 0.0 0.0 0.0 0.0562
H 2.374 1.834 -0.515 0.0 0.0 -0.1 -0.1535
H 5.677 0.577 -0.358 0.0 0.0 0.0 0.1162
H 6.347 -1.085 1.382 0.0 0.0 0.0 0.1137
Se 0.883 2.840 0.177 -0.2 0.3 0.0 -0.0097
O -2.667 1.343 2.408 0.1 0.1 -0.1 -0.0203
B -1.267 0.999 2.437 -0.4 0.1 0.7 -0.5349
O -0.878 1.154 3.816 0.2 -0.1 -0.4 0.0849
C -1.948 1.598 4.510 -0.3 0.1 0.1 -0.2407
C -2.056 1.886 5.853 0.0 0.0 0.0 -0.0039
C -3.302 2.308 6.314 -0.1 0.0 0.0 -0.1133
C -4.391 2.428 5.457 0.0 0.0 0.1 -0.1110
C -4.276 2.132 4.100 0.1 0.0 -0.1 -0.0016
C -3.038 1.723 3.653 0.0 0.0 0.3 -0.2577
H -1.207 1.794 6.517 0.0 0.0 0.0 0.1119
H -3.424 2.549 7.362 0.0 0.0 0.0 0.0900
H -5.343 2.758 5.850 0.0 0.0 0.0 0.0909
H -5.115 2.218 3.422 0.0 0.0 0.0 0.1147
O 3.296 1.340 -0.776 0.2 -0.2 -0.1 -0.0429
S 1.419 0.963 -3.868 0.1 -0.3 0.1 0.8899
C 2.750 1.879 -4.659 0.1 0.2 0.0 -0.4775
C 2.058 2.941 -5.533 0.0 0.0 -0.1 -0.2537
C 0.666 3.257 -4.934 0.0 0.0 0.0 -0.2517
C 0.518 2.503 -3.614 -0.1 0.1 0.0 -0.4725
H 3.366 1.193 -5.239 0.0 0.0 0.0 0.0648
H 3.381 2.345 -3.900 0.0 0.0 0.0 0.0714
H 1.947 2.556 -6.549 0.0 0.0 0.0 0.0943
H 2.673 3.841 -5.599 0.0 0.0 0.0 0.0964
H -0.118 2.932 -5.622 0.0 0.0 0.0 0.0971
H 0.537 4.330 -4.777 0.0 0.0 0.0 0.1018
H -0.513 2.272 -3.353 0.0 0.0 0.0 0.0421
H 0.950 3.036 -2.765 0.0 0.0 0.0 0.0201
```
Forces are in eV/Å.

Net charge   -1
Relative energy (zero: lowest compared OMol25 entry of this formula, charge and spin)   0.0 kJ/mol
Lowest unoccupied orbital energy   0.0596 hartree
HOMO level   -0.14201 Eh
2S+1   1
Orbital gap   5.49 eV
E   -270602.9064 eV